The following is a DFT calculation (ωB97M-V/def2-TZVPD) of one molecule with the formula CH3IO2S2.

M = 238.07 g mol⁻¹
DFT total energy = -1284.41898 Ha
2S+1 = 1
E_HOMO = -0.33756 Ha
Net charge = 0
ΔE to the lowest compared entry with this formula, charge and spin = 61.7 kJ/mol

Last column: Löwdin charge in e.
Positions of all 9 atoms, in Å:
C1 -0.73 0.51 0.36  -0.15
S1 0.33 -0.07 1.76  0.29
O1 1.29 -1.04 1.41  -0.33
O2 -0.52 -0.32 2.88  -0.43
S2 1.33 1.79 2.28  -0.01
I1 0.74 2.14 4.50  0.46
H1 -1.34 -0.42 0.22  0.08
H2 -1.33 1.27 0.74  0.03
H3 -0.27 0.67 -0.59  0.06